(one)
Entry from OMol25: a structure of composition C5H13NO2 (wB97M-V/def2-TZVPD).

```
! wB97M-V def2-TZVPD RIJCOSX def2/J DEFGRID3
* xyz 0 1
O 1.89807 -1.80446 -2.00935
C 2.29361 -1.60662 -0.79235
N 1.99225 -0.50981 -0.09852
C -0.52078 -0.03649 2.13517
C -0.73741 -0.15335 0.71264
C -0.60475 1.09277 -0.14526
C -1.09484 2.43424 0.38679
H 2.83251 -2.47266 -0.37910
H 1.02933 -1.04152 -0.28586
H -0.05535 0.77128 2.70078
H -0.84276 -0.78698 2.84868
H -1.44336 -0.87715 0.31569
H 0.31868 -0.39760 1.31211
H 0.51210 1.13350 -0.19970
H -0.82740 0.94975 -1.20463
H -1.24451 3.19737 -0.37262
H -2.11803 2.31916 0.80190
H -0.26807 2.92992 0.93360
H 0.89481 -1.61591 -2.09130
H -1.36509 -2.01241 -2.48075
O -0.64901 -1.51303 -2.08792
*
```

Output
**Frontier orbital gap**: 6.1 eV

---

(two)
Entry from OMol25: a cluster of 3 separate species, C5H13NO2 in total (wB97M-V/def2-TZVPD).

```
! wB97M-V def2-TZVPD RIJCOSX def2/J DEFGRID3
* xyz 0 1
C 2.44110 -0.98653 -1.76169
C 1.34583 -0.92871 -0.95461
N 0.51245 -2.02563 -0.75214
C 1.16635 0.15009 0.02991
C 0.06129 0.85706 0.24070
C 0.06316 2.20892 0.93575
H 2.59793 -1.96396 -2.17405
H 3.08609 -0.14105 -1.75453
H -0.16984 -1.96727 -0.00632
H 0.80490 -2.89862 -1.13635
H 2.06894 0.69895 0.26668
H -0.93091 0.55439 -0.05370
H 0.35678 2.86585 0.08964
H 0.71079 2.21941 1.81807
H -0.90025 2.55589 1.30214
O -2.60763 1.22614 -1.67906
H -3.25858 1.84235 -2.00551
H -2.64717 0.97609 -0.75418
O -1.43966 -1.61714 2.39469
H -0.94948 -2.02807 3.12029
H -2.31207 -1.59815 2.83426
*
```

Output
**SMILES**: C=C(N)/C=C/C.O.O
**Frontier orbital gap**: 7.9 eV

---

Stability, highest: (two)

---

(one)
Entry from OMol25: a cluster of 2 separate species, C5H13NO2 in total (wB97M-V/def2-TZVPD).

```
! wB97M-V def2-TZVPD RIJCOSX def2/J DEFGRID3
* xyz 0 1
C 1.11029 0.00415 1.96972
C 1.03200 0.10565 0.47238
N 0.23195 -0.97040 -0.13633
C 1.11772 -1.96194 -0.74384
C -0.70602 -0.41425 -1.12299
C -1.96057 -0.07873 -0.34522
O -3.00183 -0.66983 -0.52887
H 1.93631 0.60850 2.37839
H 0.19291 0.33078 2.42974
H 1.36253 -0.92271 2.45788
H 0.60602 1.09726 0.26111
H 2.00652 0.17581 -0.02020
H 1.50875 -1.63963 -1.71291
H 1.96709 -2.04706 -0.06643
H 0.67350 -2.95651 -0.73226
H -1.01021 -1.22420 -1.78672
H -0.31624 0.46451 -1.65076
H -1.94612 0.62126 0.50106
O -1.48243 2.77123 -0.52606
H -0.94241 3.57783 -0.50178
H -2.37975 3.12827 -0.59591
*
```

Output
**SMILES**: CCN(C)CC=O.O
**Frontier orbital gap**: 9.1 eV

---

(two)
Entry from OMol25: a cluster of 3 separate species, C5H13NO2 in total (wB97M-V/def2-TZVPD).

```
! wB97M-V def2-TZVPD RIJCOSX def2/J DEFGRID3
* xyz 0 1
N 1.89577 0.49842 1.62672
C 1.78597 0.87325 0.32782
O 0.89296 1.64533 -0.08362
O 2.90695 0.62130 -0.37595
H 1.08257 0.62911 2.20593
H 2.52359 -0.25607 1.84978
H 2.76913 0.91102 -1.28712
C -2.12455 0.34820 -1.45725
C -1.44710 0.34191 -0.31167
C -2.10228 0.11776 1.02123
H -3.12964 -0.04869 -1.53426
H -1.63632 0.56450 -2.39902
H -0.38571 1.05093 -0.24807
H -3.13071 -0.23021 0.91546
H -1.54639 -0.62982 1.59281
H -2.10179 1.03380 1.61686
C 0.83344 -1.48290 -0.62717
H 0.20954 -2.37507 -0.60735
H 1.07555 -1.27915 -1.66965
H 1.75738 -1.72616 -0.11087
H -0.12837 -0.60747 -0.44458
*
```

Output
**SMILES**: NC(=O)O.C=CC.C
**Frontier orbital gap**: 9.2 eV

---

Stability, highest: (one)

---

(one)
Entry from OMol25: a structure of composition C5H13NO2 (wB97M-V/def2-TZVPD).

```
! wB97M-V def2-TZVPD RIJCOSX def2/J DEFGRID3
* xyz 0 1
C -1.62111 -1.40125 -0.73178
C -0.61065 0.48189 -1.90116
C 0.09487 1.72616 0.65090
N -0.61995 -0.32327 -0.67265
C -0.71882 0.45762 0.61027
O -1.53216 0.15769 1.44558
H -1.61445 -1.91672 0.22363
H 0.23430 1.16646 -1.89752
H -1.34715 -2.08583 -1.53333
H -2.62634 -1.01633 -0.90155
H -0.55931 -0.17885 -2.76577
H -1.51984 1.07732 -2.01177
H 0.25903 1.98414 1.69444
H -0.46718 2.53591 0.18194
H 1.05727 1.62567 0.15810
C 2.23710 -0.66667 1.55153
O 1.07506 -0.96111 0.84844
H 0.57580 -0.93536 -0.29820
H 2.84931 0.13527 1.10320
H 1.96462 -0.32100 2.55613
H 2.88959 -1.54174 1.68957
*
```

Output
**Frontier orbital gap**: 9.6 eV

---

(two)
Entry from OMol25: a structure of composition C5H13NO2 (wB97M-V/def2-TZVPD).

```
! wB97M-V def2-TZVPD RIJCOSX def2/J DEFGRID3
* xyz 0 1
C 0.46754 -0.78168 -0.70386
O 1.62192 -1.33652 -0.09577
C -0.30968 0.17556 0.19963
C -1.57468 0.58186 -0.55663
C -2.74339 -0.35720 -0.37887
C -2.83696 -1.31443 0.52595
N 0.72444 1.49091 0.27989
H -0.12319 -1.56386 -1.17660
H 0.82482 -0.11321 -1.49950
H 2.22158 -0.59852 0.10529
H -0.58102 -0.33908 1.12419
H -1.91450 1.55480 -0.18071
H -1.28257 0.80915 -1.58283
H -3.49544 -0.38208 -1.16310
H -3.71930 -1.93330 0.57675
H -1.91971 -1.61854 1.01012
H 0.73303 0.72204 0.88062
H 0.17619 2.21522 0.74290
H 2.60409 1.68009 0.40708
H 4.15877 1.48707 0.49690
O 3.31645 1.03474 0.59182
*
```

Output
**Frontier orbital gap**: 10.9 eV

---

Stability, highest: (one)

---

(one)
Entry from OMol25: a cluster of 2 separate species, C5H13NO2 in total (wB97M-V/def2-TZVPD).

```
! wB97M-V def2-TZVPD RIJCOSX def2/J DEFGRID3
* xyz 0 1
C 1.86988 2.25326 -0.42492
C 1.81061 0.94569 0.35772
C 0.75905 -0.00745 -0.16208
C -0.67892 0.43613 0.03368
N -1.20023 0.05041 1.36135
C -1.60133 -1.23146 1.53296
O -1.65710 -2.01866 0.60453
H 2.77906 2.78838 -0.10025
H 1.92624 2.12496 -1.50465
H 1.04123 2.93955 -0.25053
H 1.72934 1.07683 1.42670
H 2.82257 0.52731 0.20422
H 0.98444 -0.29616 -1.18971
H 0.92770 -0.93226 0.41011
H -0.86134 1.51522 -0.03067
H -1.36023 0.09164 -0.74001
H -1.04781 0.60652 2.17218
H -1.88500 -1.56962 2.54370
O -2.01795 -3.05532 -2.45467
H -2.36408 -2.39077 -1.87266
H -1.97614 -3.85421 -1.91699
*
```

Output
**SMILES**: CCCCNC=O.O
**Frontier orbital gap**: 10.8 eV

---

(two)
Entry from OMol25: a cluster of 2 separate species, C5H13NO2 in total (wB97M-V/def2-TZVPD).

```
! wB97M-V def2-TZVPD RIJCOSX def2/J DEFGRID3
* xyz 0 1
C -0.86566 0.23407 -2.16963
C -1.50943 0.97316 -0.93723
C -0.41844 1.32965 0.11864
N 0.59377 0.30188 0.26095
C 0.52643 -0.65218 1.22424
C -0.20430 -0.52310 2.51690
O 1.08896 -1.73917 1.04209
H -1.08642 -0.83466 -2.18657
H -1.31948 0.71125 -3.05048
H 0.20616 0.37246 -2.21341
H -2.15404 1.73959 -1.34731
H -2.29483 0.34128 -0.51244
H -0.03846 2.32956 -0.19485
H -0.84560 1.42688 1.11826
H 1.09507 0.06612 -0.57836
H 0.43524 -0.81483 3.35241
H -1.06971 -1.21719 2.44785
H -0.71755 0.41192 2.74333
O 2.84917 -1.28990 -0.88284
H 2.19527 -1.92346 -0.52822
H 3.53385 -1.24333 -0.22334
*
```

Output
**SMILES**: CCCNC(C)=O.O
**Frontier orbital gap**: 10.5 eV

---

Stability, highest: (one)

---

(one)
Entry from OMol25: a cluster of 2 separate species, C5H13NO2 in total (wB97M-V/def2-TZVPD).

```
! wB97M-V def2-TZVPD RIJCOSX def2/J DEFGRID3
* xyz 0 1
C -1.63194 2.14634 -1.01354
C -0.97642 1.41206 0.16083
C 0.01041 0.34553 -0.32789
C 1.47196 0.79710 -0.26179
O 2.22728 0.68192 -1.18587
N -0.02802 -0.89856 0.43261
C -0.12436 -2.10329 -0.39548
H -2.16741 1.45836 -1.65426
H -0.88210 2.72086 -1.54094
H -2.36579 2.86530 -0.65132
H -1.72341 0.94232 0.79929
H -0.43311 2.17113 0.72985
H -0.15149 0.17035 -1.39656
H 1.77058 1.20055 0.73236
H -0.79801 -0.89257 1.09048
H -0.41811 -2.93078 0.24943
H 0.80874 -2.32731 -0.89428
H -0.90165 -2.00375 -1.16653
O 1.96991 -1.96814 2.46045
H 1.50615 -1.57151 1.70450
H 2.83681 -2.21592 2.12864
*
```

Output
**SMILES**: CC[C@@H](C=O)NC.O
**Frontier orbital gap**: 10.2 eV

---

(two)
Entry from OMol25: a cluster of 2 separate species, C5H13NO2 in total (wB97M-V/def2-TZVPD).

```
! wB97M-V def2-TZVPD RIJCOSX def2/J DEFGRID3
* xyz 0 1
C -1.15717 -1.47062 -2.45761
C -1.43999 -0.16778 -1.65793
C -0.10843 0.38172 -1.07532
N 0.08600 -0.18901 0.24601
C 1.02050 0.01374 1.21070
C 2.19931 0.87370 0.70039
O 0.87200 -0.35067 2.35073
H -0.61584 -2.09530 -1.72283
H -2.07527 -2.01311 -2.67130
H -0.44514 -1.30819 -3.26148
H -1.78305 0.52242 -2.43344
H -2.25371 -0.30154 -0.94489
H 0.66939 0.22349 -1.81612
H -0.37189 1.43472 -0.93148
H -0.72248 -0.67715 0.60742
H 3.12078 0.38786 0.99581
H 2.14140 1.92411 0.99552
H 2.21833 1.00666 -0.38457
O -0.56688 0.79416 4.40072
H 0.30332 0.80972 4.00724
H -1.09117 0.20106 3.84242
*
```

Output
**SMILES**: CCCNC(C)=O.O
**Frontier orbital gap**: 10.7 eV

---

Stability, highest: (two)

---

(one)
Entry from OMol25: an isolated molecule of C7H12N2 (wB97M-V/def2-TZVPD).

```
! wB97M-V def2-TZVPD RIJCOSX def2/J DEFGRID3
* xyz 0 1
C 2.43535 -2.05865 -0.04858
C 1.58511 -1.23579 0.16518
C 0.71457 -0.08885 0.53963
N 0.84884 0.96977 -0.39436
C 2.05712 1.81337 -0.24736
C -0.73432 -0.59575 0.44874
C -1.53250 -0.95863 -0.80653
C -2.66960 -0.07467 -0.27946
N -1.68281 0.57856 0.67123
H 3.33775 -2.73446 -0.22628
H 0.89221 0.15818 1.57639
H -0.07122 1.47102 -0.27364
H 2.91469 1.15158 -0.51826
H 1.86330 2.64517 -0.88380
H 2.34443 2.14213 0.76089
H -0.81411 -1.42558 1.20933
H -1.67672 -2.03533 -1.01523
H -1.03881 -0.43287 -1.63916
H -3.48339 -0.61075 0.30825
H -3.16235 0.70164 -0.95817
H -2.12754 0.61992 1.61121
*
```

Output
**SMILES**: C#C[C@@H](NC)[C@@H]1CCN1
**Frontier orbital gap**: 9.8 eV

---

(two)
Entry from OMol25: an isolated molecule of C7H12N2 (wB97M-V/def2-TZVPD).

```
! wB97M-V def2-TZVPD RIJCOSX def2/J DEFGRID3
* xyz 0 1
C 0.25376 -1.42234 0.21553
C -1.10166 -0.99526 -0.38987
C -2.16439 -0.44453 0.50669
C -1.49808 0.41862 -0.51846
N -0.83311 1.65041 -0.13993
C 0.51815 1.44662 0.46356
C 1.66363 0.69589 -0.36883
N 2.62998 -0.21587 0.19568
C 1.49513 -0.79553 -0.46399
H 0.43163 -1.23970 1.30976
H 0.33657 -2.54585 0.09308
H -1.42381 -1.63072 -1.23339
H -3.18043 -0.67532 0.41336
H -1.89852 -0.28728 1.54514
H -2.27090 0.60291 -1.27808
H -0.62432 2.14589 -0.96778
H 0.49463 1.01380 1.47075
H 0.89129 2.42279 0.63750
H 1.90325 1.24600 -1.32568
H 2.47809 -0.22985 1.19358
H 1.89911 -1.16068 -1.35860
*
```

Output
**SMILES**: C1[C@H]2C[C@H]2NC[C@H]2N[C@@H]12
**Frontier orbital gap**: 9.8 eV

---

Stability, highest: (two)

---

(one)
Entry from OMol25: an isolated molecule of C7H12N2 (wB97M-V/def2-TZVPD).

```
! wB97M-V def2-TZVPD RIJCOSX def2/J DEFGRID3
* xyz 0 1
C -1.78582 -0.71294 0.81495
C -0.82084 0.02601 -0.08750
C -0.98468 1.53451 -0.10229
C -0.11909 1.95771 1.01751
N 0.45838 2.36598 1.94208
C -0.34561 -0.69782 -1.31766
C 0.67945 -0.48897 -0.21392
C 1.87768 0.33318 -0.64387
N 1.02041 -1.63953 0.62729
H -2.06943 -1.68344 0.39223
H -2.70038 -0.13501 0.98030
H -1.33717 -0.89975 1.79597
H -0.65466 1.97023 -1.05019
H -2.02499 1.82444 0.07440
H -0.22415 -0.13059 -2.23464
H -0.68526 -1.71413 -1.49252
H 1.59463 1.22203 -1.21488
H 2.45305 0.65265 0.23112
H 2.54896 -0.27006 -1.26542
H 1.76019 -2.20377 0.21293
H 1.35937 -1.31073 1.53410
*
```

Output
**SMILES**: C[C@]1(CC#N)C[C@]1(C)N
**Frontier orbital gap**: 10.3 eV

---

(two)
Entry from OMol25: an isolated molecule of C7H12N2 (wB97M-V/def2-TZVPD).

```
! wB97M-V def2-TZVPD RIJCOSX def2/J DEFGRID3
* xyz 0 1
C 2.53601 0.52148 -0.01797
C 1.25513 0.53830 -0.22365
C 0.37168 1.75277 0.57194
N -0.97915 1.82817 0.02953
C -1.87482 0.76205 -0.19561
C -0.97609 -0.53237 -0.28024
C 0.32658 -0.25198 -0.93960
N -0.43782 -1.50308 -1.20524
C -0.20368 -2.60743 -0.25233
H 3.15104 -0.37045 -0.31440
H 2.86932 1.34277 0.66377
H 0.37086 1.27565 1.53886
H 0.74298 2.68721 0.60203
H -1.40790 2.30831 0.92997
H -2.41429 0.45549 0.83873
H -2.45237 0.89989 -1.19699
H -0.87600 -0.71834 0.77217
H 0.00540 0.45582 -1.83498
H 0.52876 -2.33697 0.63680
H -1.13405 -3.14703 0.33490
H 0.59844 -3.36025 -0.45768
*
```

Output
**SMILES**: C=C1CNC[C@@H]2[C@@H]1N2C
**Frontier orbital gap**: 9.3 eV

---

Stability, highest: (one)

---

(one)
Entry from OMol25: a cluster of 2 separate species, C4H9OS in total (wB97M-V/def2-TZVPD).

```
! wB97M-V def2-TZVPD RIJCOSX def2/J DEFGRID3
* xyz -1 1
C 0.31845 -1.63031 0.35190
O -0.93810 -1.01768 0.54551
C 1.42304 -0.61906 0.57718
C 2.43895 -0.71211 1.47314
H 0.38055 -1.97448 -0.70174
H 0.39744 -2.51524 1.01748
H -1.07112 -0.32055 -0.22869
H 1.31976 0.28818 -0.04333
H 3.24338 0.01447 1.54593
H 2.45038 -1.58432 2.14269
C -2.12678 2.09152 -1.33667
S -0.88953 0.78773 -1.69760
H -2.38848 2.00574 -0.26181
H -1.52793 2.99634 -1.43175
H -3.02999 2.18979 -1.95225
*
```

Output
**Frontier orbital gap**: 6.9 eV

---

(two)
Entry from OMol25: a cluster of 2 separate species, C4H9OS in total (wB97M-V/def2-TZVPD).

```
! wB97M-V def2-TZVPD RIJCOSX def2/J DEFGRID3
* xyz -1 1
C 1.41609 -0.91646 0.57851
O 0.05023 -1.22390 0.76824
C 1.70501 0.53700 0.96032
C 2.31634 0.89250 2.07959
H 1.68838 -1.04588 -0.46900
H 2.00953 -1.62862 1.23726
H -0.50896 -0.75862 0.05211
H 1.32529 1.26151 0.23947
H 2.48979 1.94619 2.28992
H 2.70541 0.14010 2.80807
C -2.79851 0.03137 -1.41433
S -1.02195 0.42505 -1.32811
H -3.08664 -0.32552 -2.41712
H -3.07063 -0.74766 -0.65414
H -3.43641 0.88243 -1.20727
*
```

Output
**Frontier orbital gap**: 6.8 eV

---

Stability, highest: (two)